ORCA calculation (ωB97M-V with the def2-TZVPD basis set) on a 9-piece molecular cluster, C55H112F12N5O9 overall at a distorted geometry.

Each line ends with the Löwdin charge.
CARTESIAN COORDINATES (ANGSTROEM)
1 C -3.308 8.044 1.535  -0.1313
2 C -2.063 7.420 0.982  -0.2518
3 C -2.359 6.359 -0.136  -0.1619
4 C -0.998 5.852 -0.610  -0.0952
5 N -1.163 4.972 -1.868  -0.2566
6 C 0.165 4.559 -2.339  -0.1142
7 C -0.032 4.003 -3.740  -0.0992
8 C -1.327 4.805 -4.251  -0.0959
9 C -1.765 5.633 -3.082  -0.1080
10 C -2.057 3.802 -1.520  0.0178
11 H -3.129 8.801 2.295  0.0660
12 H -4.108 7.337 1.979  0.1048
13 H -3.805 8.664 0.761  0.0791
14 H -1.445 6.883 1.720  0.1093
15 H -1.525 8.279 0.662  0.0988
16 H -2.922 6.818 -0.936  0.1095
17 H -2.897 5.530 0.346  0.1127
18 H -0.442 5.276 0.116  0.1125
19 H -0.428 6.717 -0.953  0.1346
20 H 0.621 3.873 -1.613  0.1302
21 H 0.687 5.541 -2.405  0.1502
22 H -0.287 2.963 -3.774  0.0755
23 H 0.790 4.356 -4.355  0.1115
24 H -2.073 4.107 -4.509  0.0781
25 H -1.093 5.376 -5.135  0.1150
26 H -2.817 5.755 -2.894  0.1232
27 H -1.409 6.662 -3.051  0.1362
28 H -1.955 2.967 -2.220  0.0612
29 H -3.053 4.125 -1.286  0.0994
30 H -1.707 3.392 -0.539  0.0893
31 C 2.565 -4.497 -8.616  -0.1063
32 C 1.202 -3.914 -8.268  -0.2270
33 C 1.282 -2.785 -7.205  -0.1538
34 C 0.764 -3.241 -5.817  -0.1133
35 N 0.443 -2.126 -4.873  -0.2836
36 C 1.514 -1.120 -4.828  -0.1318
37 C 2.633 -1.766 -4.087  -0.0967
38 C 1.864 -2.591 -2.990  -0.1235
39 C 0.484 -2.606 -3.435  -0.1273
40 C -0.953 -1.587 -5.143  0.0500
41 H 2.900 -5.172 -7.839  0.0731
42 H 3.294 -3.763 -8.904  0.0720
43 H 2.421 -5.167 -9.464  0.0773
44 H 0.618 -4.713 -7.943  0.0861
45 H 0.903 -3.492 -9.200  0.1002
46 H 0.711 -1.916 -7.534  0.1104
47 H 2.333 -2.540 -7.073  0.1037
48 H 1.514 -3.938 -5.356  0.1538
49 H -0.163 -3.831 -5.864  0.1335
50 H 1.010 -0.274 -4.267  0.1588
51 H 1.642 -0.787 -5.870  0.1334
52 H 3.282 -1.012 -3.666  0.1006
53 H 3.253 -2.423 -4.712  0.1217
54 H 2.001 -2.176 -2.003  0.1003
55 H 2.299 -3.589 -2.904  0.0994
56 H -0.238 -2.007 -2.921  0.1105
57 H -0.127 -3.530 -3.489  0.1473
58 H -1.234 -0.836 -4.422  0.0725
59 H -1.532 -2.550 -5.005  0.1328
60 H -1.090 -1.172 -6.133  0.1074
61 C 2.796 -0.235 4.066  -0.0609
62 C 2.594 -1.575 3.341  -0.2411
63 C 3.890 -2.253 2.936  -0.1871
64 C 3.571 -3.619 2.375  -0.0862
65 N 4.680 -4.606 2.086  -0.2484
66 C 5.905 -4.172 2.826  -0.1394
67 C 6.743 -3.261 1.971  -0.0931
68 C 5.991 -3.328 0.566  -0.1187
69 C 5.082 -4.492 0.653  -0.1226
70 C 4.276 -6.027 2.313  0.0337
71 H 2.970 0.529 3.303  0.0691
72 H 3.677 -0.297 4.681  0.0687
73 H 1.948 0.140 4.655  0.0729
74 H 1.939 -1.376 2.566  0.0528
75 H 2.081 -2.269 4.000  0.1027
76 H 4.465 -2.355 3.793  0.0823
77 H 4.447 -1.569 2.321  0.1014
78 H 2.914 -3.655 1.500  0.1101
79 H 2.961 -4.019 3.212  0.1407
80 H 6.400 -5.098 3.183  0.1412
81 H 5.576 -3.812 3.789  0.1170
82 H 7.762 -3.684 1.822  0.1243
83 H 6.750 -2.200 2.355  0.1298
84 H 6.589 -3.432 -0.341  0.1259
85 H 5.425 -2.446 0.434  0.0873
86 H 5.687 -5.380 0.525  0.1351
87 H 4.221 -4.554 0.044  0.0990
88 H 4.189 -6.178 3.422  0.1276
89 H 5.076 -6.669 1.984  0.0999
90 H 3.371 -6.236 1.758  0.0828
91 C -5.193 3.555 6.247  -0.0743
92 C -5.859 2.264 5.667  -0.2604
93 C -5.113 1.594 4.536  -0.1942
94 C -3.762 1.211 5.112  -0.1886
95 N -2.988 0.269 4.374  -0.2958
96 C -3.461 -1.106 4.468  -0.1188
97 C -2.233 -1.949 4.090  -0.0958
98 C -0.956 -1.082 4.577  -0.0750
99 C -1.611 0.262 4.993  -0.0515
100 C -2.903 0.647 2.883  0.0753
101 H -5.957 4.151 6.733  0.0770
102 H -4.640 4.018 5.386  0.0863
103 H -4.377 3.286 6.875  0.0503
104 H -6.883 2.518 5.244  0.1301
105 H -5.979 1.551 6.468  0.0972
106 H -5.136 2.285 3.709  0.1163
107 H -5.645 0.621 4.270  0.1398
108 H -4.041 0.878 6.107  0.1414
109 H -3.143 2.077 5.192  0.1010
110 H -4.192 -1.246 3.668  0.1376
111 H -3.812 -1.149 5.475  0.1348
112 H -2.283 -2.159 3.019  0.0943
113 H -2.391 -2.930 4.595  0.1237
114 H -0.281 -1.070 3.766  0.0689
115 H -0.402 -1.459 5.422  0.1092
116 H -1.127 1.207 4.720  0.1362
117 H -1.855 0.151 6.040  0.1354
118 H -2.211 -0.051 2.406  0.0973
119 H -2.463 1.663 2.765  0.0986
120 H -3.955 0.630 2.560  0.1045
121 C -0.619 0.824 -0.620  0.0067
122 C -0.437 -0.450 0.080  -0.5261
123 O 0.437 -0.630 0.945  0.0191
124 N -1.365 -1.337 -0.355  0.0556
125 H -1.943 -0.949 -1.048  0.0642
126 H 2.195 -0.403 -0.020  0.0548
127 C -1.124 -2.785 -0.170  -0.0619
128 H -1.650 1.127 -0.363  0.1101
129 H -0.573 0.624 -1.650  0.0622
130 H 0.109 1.496 -0.221  0.0648
131 H -0.050 -3.082 -0.156  0.0727
132 H -1.458 -3.446 -1.015  0.0972
133 H -1.561 -3.134 0.735  0.0437
134 C -3.019 1.059 -3.011  -0.4685
135 O -3.254 -0.362 -2.587  -0.1487
136 O -1.789 1.383 -3.176  -0.1811
137 C -3.717 1.190 -4.466  -0.4322
138 F -3.612 0.060 -5.288  0.0755
139 F -5.020 1.536 -4.439  0.0995
140 F -3.283 2.222 -5.294  0.0657
141 C -4.580 -0.790 -2.356  -0.2721
142 C -4.809 -1.538 -0.979  -0.0553
143 H -4.011 -2.276 -0.903  0.0544
144 H -4.778 -0.748 -0.243  0.0523
145 H -5.824 -1.954 -0.974  0.0777
146 H -4.899 -1.524 -3.137  0.1220
147 H -5.319 0.026 -2.436  0.1148
148 H -3.632 1.720 -2.300  0.1569
149 C 2.829 1.295 -0.305  -0.3236
150 O 2.474 2.267 -1.312  -0.0986
151 O 2.566 0.052 -0.741  0.0630
152 C 4.327 1.371 0.082  -0.6294
153 F 5.039 0.834 -0.894  0.1724
154 F 4.655 2.626 0.290  0.1781
155 F 4.638 0.801 1.227  0.1704
156 C 2.926 1.968 -2.698  -0.2010
157 C 3.933 3.021 -2.986  -0.0649
158 H 3.578 4.052 -3.039  0.0792
159 H 4.804 3.032 -2.274  0.0964
160 H 4.374 2.864 -3.945  0.0660
161 H 1.966 1.944 -3.279  0.1182
162 H 3.221 0.935 -2.766  0.0818
163 H 2.310 1.571 0.637  0.1733
164 C 1.494 -5.248 -0.466  -0.4282
165 O 1.715 -6.285 0.604  -0.1807
166 O 2.159 -4.145 -0.287  -0.1549
167 C 1.935 -6.173 -1.787  -0.5284
168 F 1.204 -7.279 -1.756  0.1290
169 F 1.682 -5.625 -2.979  0.1073
170 F 3.247 -6.567 -1.781  0.1064
171 C 0.545 -6.897 1.093  -0.2494
172 C -0.367 -5.830 1.810  -0.0566
173 H -1.166 -6.300 2.397  0.0694
174 H 0.245 -5.269 2.554  0.0865
175 H -0.906 -5.210 1.100  0.0322
176 H 0.767 -7.550 1.904  0.0973
177 H 0.117 -7.499 0.274  0.1177
178 H 0.406 -5.318 -0.568  0.1128
179 C -0.162 3.986 3.424  -0.5038
180 O -1.577 3.827 4.150  -0.1816
181 O 0.846 3.456 3.881  -0.0588
182 C -0.485 3.245 2.077  -0.5957
183 F -1.596 3.450 1.408  0.1233
184 F 0.467 3.576 1.209  0.1256
185 F -0.397 1.916 2.337  0.0999
186 C -1.371 4.230 5.462  -0.3533
187 C -1.772 5.666 5.791  -0.0835
188 H -1.383 6.438 5.101  0.0693
189 H -2.867 5.739 5.792  0.0544
190 H -1.326 5.923 6.770  0.0805
191 H -0.251 4.213 5.558  0.1168
192 H -1.913 3.618 6.185  0.0919
193 H -0.161 5.160 3.338  0.1596

Orbital gap = 7.72 eV
Total charge = +1